Record 1
A structure of composition C43H45As2Cl3GeN3O4PbSi in a non-equilibrium geometry, computed with ωB97M-V with the def2-TZVPD basis set.

Structure (ORCA input):
```
! wB97M-V def2-TZVPD RIJCOSX def2/J DEFGRID3
* xyz -2 2
Pb -0.4280 1.6262 -0.3865
O -2.6612 2.3049 -0.4417
C -3.6809 1.6824 -0.8721
C -3.8719 0.3264 -1.2128
C -5.1458 -0.0522 -1.7348
C -5.4267 -1.3675 -2.1046
C -4.4134 -2.3385 -1.9910
C -3.1837 -2.0031 -1.4976
C -2.8649 -0.6876 -1.0427
O -1.7388 -0.4910 -0.4570
N -6.6822 -1.7421 -2.5847
O -6.8948 -2.9586 -2.9028
O -7.5802 -0.8574 -2.6852
H -4.5753 2.3081 -1.0165
H -5.9233 0.6905 -1.8458
H -4.6448 -3.3515 -2.2893
H -2.4070 -2.7541 -1.4067
C 0.2732 -2.6292 1.2293
C 1.6892 -2.3384 0.7427
As 1.9167 -0.8258 -0.5539
C 2.7819 0.4793 0.6324
C 3.5561 1.4585 0.0105
C 4.3197 2.3385 0.7571
C 4.3088 2.2633 2.1442
C 3.4971 1.3352 2.7749
C 2.7368 0.4520 2.0198
C 3.7088 -1.5343 -1.0786
C 4.0021 -1.8122 -2.4100
C 5.2167 -2.3782 -2.7750
C 6.1659 -2.6704 -1.8063
C 5.8979 -2.3738 -0.4754
C 4.6833 -1.8120 -0.1187
As -0.5952 -1.2214 2.3209
C 0.3574 -1.4615 4.0530
C -0.1860 -0.7147 5.1006
C 0.4199 -0.6597 6.3438
C 1.6126 -1.3392 6.5598
C 2.1679 -2.0882 5.5353
C 1.5369 -2.1566 4.2985
C -2.0981 -2.3925 2.8119
C -1.9188 -3.5264 3.6027
C -2.9646 -4.4076 3.8290
C -4.2109 -4.1708 3.2618
C -4.4073 -3.0354 2.4913
C -3.3604 -2.1484 2.2802
H 0.2499 -3.5628 1.7991
H -0.3934 -2.7537 0.3731
H 2.0772 -3.2119 0.2128
H 2.3530 -2.1630 1.5904
H 3.5602 1.5157 -1.0744
H 4.9185 3.0945 0.2641
H 4.9121 2.9446 2.7297
H 3.4443 1.3012 3.8562
H 2.0999 -0.2572 2.5335
H 3.2671 -1.5760 -3.1721
H 5.4286 -2.5956 -3.8150
H 7.1101 -3.1220 -2.0854
H 6.6407 -2.5815 0.2860
H 4.4951 -1.5738 0.9221
H -1.1003 -0.1570 4.9186
H -0.0245 -0.0773 7.1411
H 2.1091 -1.2743 7.5204
H 3.0989 -2.6201 5.6948
H 1.9872 -2.7631 3.5197
H -0.9512 -3.7236 4.0511
H -2.8091 -5.2870 4.4436
H -5.0237 -4.8674 3.4286
H -5.3753 -2.8414 2.0461
H -3.5235 -1.2636 1.6797
C -0.5153 5.4448 -0.4140
C -0.3773 4.8910 -1.8010
C -0.3740 5.7030 -2.9210
C -0.2648 5.0944 -4.1782
C -0.1634 3.7333 -4.2832
C -0.1627 2.9316 -3.1024
N -0.2587 3.5647 -1.8958
N -0.0703 1.6084 -3.0454
Si -0.2214 0.4555 -4.2866
C -1.8875 0.5047 -5.1996
C -0.0861 -1.2770 -3.5436
C 1.1619 0.5788 -5.6068
H 0.4423 5.3760 0.1039
H -1.2372 4.8483 0.1461
H -0.8331 6.4860 -0.4325
H -0.4624 6.7763 -2.8218
H -0.2681 5.7116 -5.0706
H -0.0951 3.2360 -5.2419
H -2.6923 0.2869 -4.4922
H -1.9389 -0.2342 -6.0026
H -2.0922 1.4879 -5.6314
H -0.5458 -1.2870 -2.5535
H 0.9521 -1.5958 -3.4298
H -0.6031 -2.0116 -4.1662
H 0.9878 1.3834 -6.3261
H 1.2723 -0.3494 -6.1734
H 2.1168 0.7857 -5.1150
Cl -1.0566 5.5817 3.5764
Ge 0.3038 3.9075 3.1584
Cl 1.1269 3.5106 5.2063
Cl 2.0123 4.9873 2.3096
C -0.3786 2.4043 2.1607
H -1.4394 2.3645 2.4418
H 0.1122 1.5617 2.6574
*
```

LUMO level (alpha / beta)   3.70 / 3.70 eV
F_max   1.4 eV/Å
⟨S²⟩   0.80
Relative energy (zero: lowest compared OMol25 entry of this formula, charge and spin)   0.1511 eV



Record 2
A cluster of 2 separate species, C14H16O2 in total in a non-equilibrium geometry, computed with ωB97M-V with the def2-TZVPD basis set.

Structure (ORCA input):
```
! wB97M-V def2-TZVPD RIJCOSX def2/J DEFGRID3
* xyz 0 1
C 2.0157 1.5131 -2.5664
C 0.7936 0.6298 -2.7207
C 0.9432 -0.7388 -2.4506
C -0.2070 -1.4921 -2.2691
C -1.4498 -0.8658 -2.3012
O -2.5415 -1.6837 -2.0751
C -1.6154 0.5007 -2.4100
C -0.4546 1.2192 -2.6423
H 1.8067 2.5541 -2.2980
H 2.4518 1.7735 -3.5532
H 2.8131 1.1228 -1.9443
H 1.9236 -1.1440 -2.2672
H -0.1431 -2.4246 -1.7213
H -2.2674 -2.5856 -2.1791
H -2.5663 0.9643 -2.1977
H -0.5737 2.2759 -2.8625
C 1.0583 2.0845 2.4492
C 0.4333 0.7152 2.3930
C -0.0919 0.2424 1.1597
C -0.8520 -0.8806 1.1703
C -0.9118 -1.6909 2.3164
O -1.8406 -2.7066 2.2731
C -0.1946 -1.3940 3.4578
C 0.3410 -0.0728 3.5105
H 0.4400 2.9015 2.8616
H 1.3526 2.4688 1.4732
H 1.8633 2.1147 3.1888
H 0.1222 0.8358 0.2815
H -1.4137 -1.2141 0.3149
H -1.5473 -3.4591 2.7811
H -0.1344 -1.9871 4.3563
H 0.4468 0.4232 4.4714
*
```

SMILES   Cc1ccc(O)cc1.Cc1ccc(O)cc1
LUMO level   0.78 eV
F_max   2.4 eV/Å
Relative energy (zero: lowest compared OMol25 entry of this formula, charge and spin)   1.2311 eV



Record 3
A cluster of 2 separate species, C3H5BrF2O in total in a non-equilibrium geometry, computed with ωB97M-V with the def2-TZVPD basis set.

Structure (ORCA input):
```
! wB97M-V def2-TZVPD RIJCOSX def2/J DEFGRID3
* xyz 0 1
C 1.0485 1.1206 0.0600
C 0.0107 0.4545 0.9668
C -0.8402 -1.4271 -0.8971
O -0.0125 -0.8552 0.8401
F -1.7122 -0.5074 -1.0951
F 0.2114 -1.5040 -1.7199
Br -1.7768 -3.0668 -0.4902
H 0.7694 0.9705 -0.9989
H 0.8062 2.1944 0.1302
H 2.0616 0.7139 0.3604
H -0.8574 1.0748 0.9066
H 0.2914 0.8316 1.9370
*
```

LUMO level   -0.29 eV
F_max   5.4 eV/Å
Relative energy (zero: lowest compared OMol25 entry of this formula, charge and spin)   3.0162 eV



Record 4
A cluster of 3 separate species, C4H14O2 in total in a non-equilibrium geometry, computed with ωB97M-V with the def2-TZVPD basis set.

Structure (ORCA input):
```
! wB97M-V def2-TZVPD RIJCOSX def2/J DEFGRID3
* xyz 0 1
C -0.0865 -0.0011 -1.4857
C -0.9385 -0.3284 -0.2057
C -0.2203 0.3154 0.9771
C -2.3580 0.1888 -0.3871
H -0.6435 0.5634 -2.2201
H 0.8411 0.5119 -1.2509
H 0.2137 -0.9377 -1.9466
H -0.9865 -1.4189 -0.2189
H -0.8202 0.2386 1.8853
H -0.3214 1.3934 0.7972
H 0.8455 0.1590 1.0562
H -2.6199 0.3433 -1.4308
H -3.1024 -0.3631 0.1906
H -2.4635 1.2092 0.0203
O 2.6283 1.7050 -0.1648
H 2.5220 1.4837 -1.0931
H 3.3161 1.2265 0.3085
O 1.5588 -2.3586 1.9683
H 2.0141 -1.7858 1.3458
H 0.6209 -2.1447 1.8545
*
```

SMILES   CC(C)C.O.O
LUMO level   0.57 eV
F_max   1.9 eV/Å
Relative energy (zero: lowest compared OMol25 entry of this formula, charge and spin)   0.8993 eV



Record 5
A cluster of 2 separate species, CH2ClNOS in total in a non-equilibrium geometry, computed with ωB97M-V with the def2-TZVPD basis set.

Structure (ORCA input):
```
! wB97M-V def2-TZVPD RIJCOSX def2/J DEFGRID3
* xyz 0 1
C -1.3440 0.3315 -1.5474
N 1.5608 0.5466 -0.2181
O -1.8199 -0.4445 -0.7933
S 1.5691 0.0968 1.1673
Cl -1.6671 0.3183 -3.2502
H -0.6277 1.1238 -1.2941
H 0.6871 -1.0843 1.2636
*
```

LUMO level   -1.15 eV
F_max   2.1 eV/Å
Relative energy (zero: lowest compared OMol25 entry of this formula, charge and spin)   2.8084 eV



Record 6
A structure of composition C2H3F3FeO3S in a non-equilibrium geometry, computed with ωB97M-V with the def2-TZVPD basis set.

Structure (ORCA input):
```
! wB97M-V def2-TZVPD RIJCOSX def2/J DEFGRID3
* xyz 0 5
S 0.8726 1.3453 -0.0677
O 0.0181 1.5931 -1.2881
O -0.0465 1.7903 1.0459
C 1.1068 -0.5193 0.1593
F 1.8024 -0.8227 -0.9417
F 1.9073 -0.5029 1.2355
F 0.9093 -2.2039 0.4664
O 2.1749 1.9784 -0.1049
Fe -1.6642 1.6683 -0.1573
C -1.5967 -0.8093 -0.0697
H -1.6768 -0.9966 1.0191
H -2.5713 -0.8956 -0.5819
H -1.2359 -1.6251 -0.7148
*
```

LUMO level (alpha / beta)   -2.26 / -2.26 eV
F_max   6.3 eV/Å
⟨S²⟩   6.02
Relative energy (zero: lowest compared OMol25 entry of this formula, charge and spin)   2.3893 eV



Record 7
A structure of composition C43H35N2O6P2Tb in a non-equilibrium geometry, computed with ωB97M-V with the def2-TZVPD basis set.

Structure (ORCA input):
```
! wB97M-V def2-TZVPD RIJCOSX def2/J DEFGRID3
* xyz 2 7
C -1.0516 -3.4960 -2.1116
C -0.7671 -2.2051 -2.5807
C -0.0637 -2.0615 -3.7847
C 0.3296 -3.1838 -4.5103
C 0.0258 -4.4635 -4.0452
C -0.6625 -4.6168 -2.8416
P -1.2297 -0.7272 -1.6019
C -1.4256 0.5432 -2.9126
C -0.4747 1.5647 -3.0127
C -0.5674 2.5127 -4.0315
C -1.6151 2.4510 -4.9501
C -2.5731 1.4398 -4.8474
C -2.4793 0.4881 -3.8344
Tb 0.0000 0.0000 0.0000
P 1.2760 -1.7559 0.0961
C 2.2613 -2.2915 -1.3482
C 2.5032 -3.6185 -1.7132
C 3.2903 -3.9064 -2.8293
C 3.8433 -2.8750 -3.5860
C 3.5918 -1.5456 -3.2372
C 2.7984 -1.2562 -2.1316
C 2.5502 -1.1791 1.2814
C 2.0729 -0.6190 2.4799
C 2.9606 -0.0858 3.4111
C 4.3336 -0.1114 3.1597
C 4.8145 -0.6713 1.9749
C 3.9292 -1.2003 1.0359
C 0.6617 -3.2741 0.9172
C -0.7032 -3.3520 1.2205
C -1.2141 -4.4572 1.9002
C -0.3606 -5.4885 2.2930
C 1.0075 -5.4040 2.0220
C 1.5189 -4.2988 1.3444
C -2.9506 -1.1027 -1.0804
C -3.7863 -1.9766 -1.7930
C -5.0949 -2.2026 -1.3675
C -5.5839 -1.5567 -0.2313
C -4.7605 -0.6801 0.4768
C -3.4500 -0.4547 0.0587
H 1.0018 -0.6067 2.6759
H 2.5807 0.3511 4.3302
H 5.0270 0.3041 3.8852
H 5.8830 -0.6943 1.7790
H 4.3077 -1.6269 0.1123
H 2.0641 -4.4280 -1.1408
H 3.4641 -4.9414 -3.1105
H 4.4573 -3.1038 -4.4526
H 4.0062 -0.7368 -3.8325
H 2.5723 -0.2261 -1.8635
H -1.3487 -2.5252 0.9318
H -2.2750 -4.5074 2.1295
H -0.7559 -6.3494 2.8249
H 1.6762 -6.1954 2.3492
H 2.5877 -4.2223 1.1643
H -3.4133 -2.4885 -2.6747
H -5.7312 -2.8849 -1.9246
H -6.6030 -1.7368 0.1002
H -5.1367 -0.1703 1.3592
H -2.8026 0.2288 0.6032
H 0.3181 1.6141 -2.2707
H 0.1716 3.3062 -4.0975
H -1.6932 3.1947 -5.7384
H -3.3981 1.3965 -5.5532
H -3.2316 -0.2908 -3.7557
H 0.1688 -1.0685 -4.1557
H 0.8778 -3.0571 -5.4393
H 0.3303 -5.3369 -4.6148
H -0.8982 -5.6092 -2.4673
H -1.5919 -3.6264 -1.1810
H 0.4734 -7.7557 -4.6126
H 0.0089 -8.0261 -4.0990
O -1.8869 2.6610 0.6835
C -0.8041 2.7408 1.4224
O 0.0775 1.7689 1.3949
C -0.5662 3.9036 2.3070
C 0.6989 4.0867 2.8910
C 0.9652 5.1939 3.7149
C -0.0697 6.1125 3.9692
C -1.3491 5.9431 3.4050
C -1.5817 4.8371 2.5637
N -2.3936 6.8797 3.6833
O -2.1959 7.8127 4.4017
O -3.4841 6.7259 3.2196
N 2.2668 5.3854 4.2773
O 3.1477 4.6133 4.0434
O 2.4961 6.3347 4.9651
H 1.4891 3.3742 2.6879
H 0.1225 6.9647 4.6085
H -2.5586 4.6956 2.1188
*
```

LUMO level (alpha / beta)   -8.01 / -7.16 eV
F_max   16.8 eV/Å
⟨S²⟩   12.62



Record 8
A cluster of 11 separate species, C4H30NO11 in total in a non-equilibrium geometry, computed with ωB97M-V with the def2-TZVPD basis set.

Structure (ORCA input):
```
! wB97M-V def2-TZVPD RIJCOSX def2/J DEFGRID3
* xyz -1 1
C -2.0002 0.7675 -2.2671
C -1.0539 0.4104 -1.1257
N -0.6472 1.5622 -0.3143
C 0.1196 1.0463 0.8218
C -0.6219 0.0666 1.8232
O -1.9943 0.0763 1.6154
H -2.4453 -0.0882 -2.7721
H -2.7319 1.4886 -1.8959
H -1.5053 1.2746 -3.0998
H -0.1752 -0.1072 -1.5218
H -1.5697 -0.3100 -0.4897
H -1.4673 1.9855 0.1073
H 0.9540 0.4748 0.4133
H 0.6079 1.8011 1.4464
H -0.3300 0.4650 2.8154
H -0.2553 -0.9701 1.7572
H -2.4127 1.4376 2.2284
H -2.7146 2.9139 1.9421
O -2.7085 2.3112 2.6931
H 1.3103 -2.9137 -1.4697
H 2.2767 -1.8653 -1.1860
O 1.8425 -2.2843 -1.9762
H -2.8984 -3.4200 0.9224
H -2.5028 -1.9264 1.1982
O -2.4110 -2.6722 0.5702
H -2.5987 -0.9687 3.2857
H -3.6287 -1.3258 2.2220
O -3.3125 -1.5815 3.0868
H 4.1441 -1.1907 -0.2005
H 3.1114 -0.3437 0.4748
O 3.2032 -1.2383 -0.0004
H 3.2256 1.1290 2.0696
H 3.0530 1.8463 0.6215
O 3.3155 1.0414 1.1196
H 2.7587 -3.2617 2.4954
H 2.8063 -1.8657 1.7507
O 2.5822 -2.3243 2.5759
H 1.1642 2.8434 -0.0750
H 2.0718 2.8668 -1.3358
O 2.0750 2.9787 -0.3782
H -1.1556 -1.9601 -3.2981
H 0.3030 -1.7870 -3.8792
O -0.6227 -1.9339 -4.0981
H 0.4384 2.1909 -2.3809
H 1.2032 1.2274 -3.3070
O 1.1970 2.1334 -2.9845
*
```

LUMO level   2.56 eV
F_max   1.8 eV/Å
Relative energy (zero: lowest compared OMol25 entry of this formula, charge and spin)   1.8373 eV



Record 9
A structure of composition C20H16IrN4O3, computed with ωB97M-V with the def2-TZVPD basis set.

Structure (ORCA input):
```
! wB97M-V def2-TZVPD RIJCOSX def2/J DEFGRID3
* xyz 2 6
Ir -1.2337 0.4601 -2.0798
O -0.1032 1.5208 -3.4201
C 1.0466 1.4080 -3.9440
C 1.3475 2.2561 -5.0636
C 2.5769 2.1990 -5.6854
C 3.5393 1.3175 -5.2200
C 3.2693 0.4775 -4.1041
C 2.0615 0.5002 -3.4568
C 1.8992 -0.3816 -2.3238
N 0.8094 -0.4466 -1.6121
N 0.8303 -1.3109 -0.6086
C -0.4695 -1.6097 -0.2024
O -1.4826 -1.2252 -0.8613
C -0.6015 -2.3579 1.0072
C -1.8924 -2.7330 1.4395
C -2.0363 -3.3945 2.6284
C -0.9064 -3.6779 3.4097
C 0.3703 -3.3104 2.9964
C 0.5349 -2.6627 1.7944
H 0.5674 2.9270 -5.4019
H 2.7892 2.8390 -6.5305
H 4.5057 1.2669 -5.7047
H 4.0395 -0.1983 -3.7495
H 2.7166 -1.0510 -2.0617
H -2.7516 -2.5005 0.8250
H -3.0169 -3.6985 2.9684
H -1.0313 -4.1979 4.3510
H 1.2288 -3.5364 3.6134
H 1.5180 -2.3767 1.4517
N -1.6115 1.9200 4.9392
C -1.0068 1.1435 4.0205
O -0.3442 0.1558 4.2560
C -1.2280 1.4918 2.5691
C -0.1616 1.9216 1.7896
C -0.3164 1.9662 0.4228
N -1.4586 1.5979 -0.1858
C -2.5132 1.2671 0.5760
C -2.4410 1.2170 1.9529
H -1.4842 1.7072 5.9163
H -2.1158 2.7533 4.6924
H 0.7925 2.1714 2.2344
H 0.4979 2.2687 -0.2228
H -3.4286 1.0074 0.0581
H -3.3055 0.9086 2.5263
*
```

LUMO level (alpha / beta)   -7.03 / -9.82 eV
F_max   0.5 eV/Å
⟨S²⟩   8.81



Look up the F_max of the sixth one. 6.3 eV/Å



What is the F_max in the fourth record? 1.9 eV/Å



The highest F_max belongs to which entry? C43H35N2O6P2Tb



Please write out number 7 again, unchanged.
A structure of composition C43H35N2O6P2Tb in a non-equilibrium geometry, computed with ωB97M-V with the def2-TZVPD basis set.

Structure (ORCA input):
```
! wB97M-V def2-TZVPD RIJCOSX def2/J DEFGRID3
* xyz 2 7
C -1.0516 -3.4960 -2.1116
C -0.7671 -2.2051 -2.5807
C -0.0637 -2.0615 -3.7847
C 0.3296 -3.1838 -4.5103
C 0.0258 -4.4635 -4.0452
C -0.6625 -4.6168 -2.8416
P -1.2297 -0.7272 -1.6019
C -1.4256 0.5432 -2.9126
C -0.4747 1.5647 -3.0127
C -0.5674 2.5127 -4.0315
C -1.6151 2.4510 -4.9501
C -2.5731 1.4398 -4.8474
C -2.4793 0.4881 -3.8344
Tb 0.0000 0.0000 0.0000
P 1.2760 -1.7559 0.0961
C 2.2613 -2.2915 -1.3482
C 2.5032 -3.6185 -1.7132
C 3.2903 -3.9064 -2.8293
C 3.8433 -2.8750 -3.5860
C 3.5918 -1.5456 -3.2372
C 2.7984 -1.2562 -2.1316
C 2.5502 -1.1791 1.2814
C 2.0729 -0.6190 2.4799
C 2.9606 -0.0858 3.4111
C 4.3336 -0.1114 3.1597
C 4.8145 -0.6713 1.9749
C 3.9292 -1.2003 1.0359
C 0.6617 -3.2741 0.9172
C -0.7032 -3.3520 1.2205
C -1.2141 -4.4572 1.9002
C -0.3606 -5.4885 2.2930
C 1.0075 -5.4040 2.0220
C 1.5189 -4.2988 1.3444
C -2.9506 -1.1027 -1.0804
C -3.7863 -1.9766 -1.7930
C -5.0949 -2.2026 -1.3675
C -5.5839 -1.5567 -0.2313
C -4.7605 -0.6801 0.4768
C -3.4500 -0.4547 0.0587
H 1.0018 -0.6067 2.6759
H 2.5807 0.3511 4.3302
H 5.0270 0.3041 3.8852
H 5.8830 -0.6943 1.7790
H 4.3077 -1.6269 0.1123
H 2.0641 -4.4280 -1.1408
H 3.4641 -4.9414 -3.1105
H 4.4573 -3.1038 -4.4526
H 4.0062 -0.7368 -3.8325
H 2.5723 -0.2261 -1.8635
H -1.3487 -2.5252 0.9318
H -2.2750 -4.5074 2.1295
H -0.7559 -6.3494 2.8249
H 1.6762 -6.1954 2.3492
H 2.5877 -4.2223 1.1643
H -3.4133 -2.4885 -2.6747
H -5.7312 -2.8849 -1.9246
H -6.6030 -1.7368 0.1002
H -5.1367 -0.1703 1.3592
H -2.8026 0.2288 0.6032
H 0.3181 1.6141 -2.2707
H 0.1716 3.3062 -4.0975
H -1.6932 3.1947 -5.7384
H -3.3981 1.3965 -5.5532
H -3.2316 -0.2908 -3.7557
H 0.1688 -1.0685 -4.1557
H 0.8778 -3.0571 -5.4393
H 0.3303 -5.3369 -4.6148
H -0.8982 -5.6092 -2.4673
H -1.5919 -3.6264 -1.1810
H 0.4734 -7.7557 -4.6126
H 0.0089 -8.0261 -4.0990
O -1.8869 2.6610 0.6835
C -0.8041 2.7408 1.4224
O 0.0775 1.7689 1.3949
C -0.5662 3.9036 2.3070
C 0.6989 4.0867 2.8910
C 0.9652 5.1939 3.7149
C -0.0697 6.1125 3.9692
C -1.3491 5.9431 3.4050
C -1.5817 4.8371 2.5637
N -2.3936 6.8797 3.6833
O -2.1959 7.8127 4.4017
O -3.4841 6.7259 3.2196
N 2.2668 5.3854 4.2773
O 3.1477 4.6133 4.0434
O 2.4961 6.3347 4.9651
H 1.4891 3.3742 2.6879
H 0.1225 6.9647 4.6085
H -2.5586 4.6956 2.1188
*
```

LUMO level (alpha / beta)   -8.01 / -7.16 eV
F_max   16.8 eV/Å
⟨S²⟩   12.62